Entry 1:
Computed, not measured: a molecular structure, C7H9O7PRu, with ωB97M-V/def2-TZVPD.

As for the multiplicity: 6. The charge is +3. The calculation puts the electronic energy at -1233.52615 hartree. The LUMO energy (alpha / beta) comes out at -11.945 / -18.320 eV. For the gap between HOMO and LUMO (alpha / beta), the calculation gives 7.70 / 4.71 eV. The calculation puts the HOMO energy (alpha / beta) at -0.7220 / -0.8462 Eh.

Structure (XYZ):
```
25
C7H9O7PRu, DFT ωB97M-V/def2-TZVPD
Ru 0.40490 0.20257 -2.12776
P 1.24456 0.68695 0.79510
O 1.07768 0.61899 2.41162
O -0.31798 1.48871 0.43392
O 0.33894 -2.87362 -1.96507
O 0.28749 3.24953 -1.94001
O 1.25193 -0.97273 0.28596
O -2.32513 0.13791 -3.53272
O 3.00617 0.20110 -3.56265
C -1.72845 1.29804 0.42221
C -1.28668 0.16111 -3.02416
C 0.87052 -2.15571 1.07749
C -0.16496 0.30039 3.05611
C 0.31073 2.09268 -1.95290
C 1.96663 0.19388 -3.04617
C 0.33650 -1.72295 -1.98650
H -0.67725 1.26662 3.16361
H 1.41515 -3.01657 0.67016
H -2.17637 1.69752 1.33752
H -0.20722 -2.32637 0.91707
H 1.13457 -2.10149 2.14641
H -1.97627 0.24310 0.29594
H -0.79652 -0.43202 2.51507
H 0.18665 -0.10461 4.00892
H -2.17560 1.86697 -0.39914
```



Entry 2:
Computed, not measured: 20 unconnected molecules or ions with the total composition C80H140N20, with ωB97M-V/def2-TZVPD.

As for the multiplicity: 1. The charge is 0. The calculation puts the electronic energy at -4227.22023 hartree. The LUMO energy comes out at 0.164 eV. For the gap between HOMO and LUMO, the calculation gives 10.89 eV. The calculation puts the HOMO energy at -0.3943 Eh.

Structure (XYZ):
```
240
C80H140N20, DFT ωB97M-V/def2-TZVPD
N -24.20374 5.02680 15.07291
N -22.20384 -5.80256 12.59184
N -26.30044 2.51919 6.10511
N -23.00504 -2.94752 8.01792
N -28.11964 -0.95767 2.03795
N -25.01157 -3.50043 11.58441
N -31.20441 -4.81693 14.55962
N -31.33566 4.27030 9.40741
N -25.57454 0.02947 13.98018
N -21.60887 -3.68550 5.08803
N -26.27133 -0.17383 9.89344
N -28.48771 -3.91764 5.56989
N -22.28750 2.73197 10.77536
N -32.82027 -2.84528 9.25953
N -27.23295 -9.09938 8.55616
N -34.15737 -3.24985 6.01087
N -32.86116 2.86950 4.02935
N -32.86169 -7.03912 9.88474
N -30.60887 -12.80532 11.79055
N -35.98164 -1.12828 10.54590
C -24.06356 2.95063 13.54253
C -20.97425 -3.92044 10.75649
C -30.21903 -10.15195 9.75775
C -24.63032 -0.70957 5.97945
C -23.24781 -2.04012 12.81679
C -28.71175 -4.19641 4.47218
C -23.26383 -6.24677 12.35631
C -22.56717 -4.30585 5.09360
C -25.07762 -4.37937 4.85143
C -21.84812 -3.06493 8.03256
C -24.25515 -2.84570 12.16467
C -31.04883 -4.97720 13.42482
C -22.68979 -0.97609 11.83766
C -32.32389 3.32422 4.95974
C -29.39974 0.76631 5.11425
C -28.07815 3.40312 9.29446
C -24.28922 -6.18136 9.47564
C -26.53944 -2.23014 8.31850
C -31.99052 -0.69214 10.48333
C -28.35447 -5.30107 12.03270
C -29.02956 -4.47508 3.07960
C -34.37249 -6.62831 6.78365
C -32.38737 1.06207 8.70438
C -32.61955 0.69647 10.12452
C -26.56106 -0.03344 13.42578
C -32.52840 -1.82850 9.70290
C -24.88235 -3.68555 3.52450
C -29.06097 -2.14900 8.83294
C -30.99211 -5.12334 11.94891
C -28.09597 -6.64764 8.52947
C -29.87602 -12.15973 11.20252
C -21.46714 -0.35720 12.38974
C -29.08596 3.49220 10.41509
C -36.04970 -1.20509 9.38739
C -27.60751 -8.01126 8.52206
C -23.75360 -5.09106 5.33450
C -29.39732 -7.12344 6.41633
C -33.31869 -5.59358 6.89303
C -28.46348 2.32851 8.29862
C -33.81743 -4.27963 6.44444
C -24.53218 -6.80427 11.98644
C -20.11402 -3.09625 9.78356
C -30.32358 -3.87700 2.64029
C -30.35081 3.89559 9.88628
C -30.04403 0.69239 2.75544
C -36.97140 -0.00553 7.41538
C -26.10998 1.73993 5.28554
C -29.30575 -1.35160 14.46536
C -25.83389 0.71879 4.29025
C -34.99299 -4.52905 11.35360
C -29.58801 -4.66452 11.36438
C -33.86272 -7.14549 10.46818
C -25.84715 -0.63247 4.99405
C -34.95767 -5.81559 12.18502
C -30.52087 0.37128 4.19435
C -30.06258 -9.00422 10.74032
C -31.13532 5.27747 5.80833
C -29.85100 5.08941 4.98478
C -26.50523 3.21012 13.30051
C -29.26531 -11.29156 10.15375
C -29.41863 -6.47508 7.83612
C -28.97407 -0.21115 2.28924
C -28.72818 -1.34435 13.02206
C -36.18577 -1.23543 7.93621
C -35.02010 -7.07469 11.36294
C -20.57590 0.99633 7.96618
C -38.43275 0.10098 8.02513
C -24.49270 -7.25820 10.51529
C -34.97137 -6.71795 5.34680
C -27.86022 -0.10306 12.74839
C -31.57706 -4.44645 3.34060
C -21.87093 1.59027 7.54273
C -31.69262 3.92500 6.12364
C -25.19191 2.92889 12.51553
C -26.36474 -1.13582 9.22598
C -20.44452 -3.35333 8.29180
C -24.06851 4.07173 14.43448
C -22.91734 1.37377 8.62627
C -22.57811 2.11188 9.84423
C -27.81830 -3.04962 8.75850
H -36.74220 -2.18042 7.70269
H -29.62333 -4.86145 10.26852
H -22.37592 -2.70349 13.04476
H -35.13902 -5.72857 4.88778
H -23.41771 -0.18858 11.78784
H -38.40727 0.51158 9.06347
H -23.05384 0.32910 8.86649
H -27.64642 -3.48169 9.71298
H -31.59653 -5.49645 2.97183
H -29.43274 -8.18147 6.47009
H -23.06658 2.82293 13.10040
H -29.90885 -2.68826 9.27212
H -30.23559 -2.81412 2.97711
H -35.00700 -7.93454 12.00927
H -29.62255 -5.42925 7.72424
H -24.64646 0.16054 6.67296
H -34.72353 -3.60887 11.88283
H -22.10674 1.01276 6.66175
H -31.42379 0.94846 4.36332
H -23.75899 -6.05581 4.84371
H -31.22607 -10.58503 9.63848
H -19.10249 -3.44396 9.90123
H -28.33752 -6.34308 11.70692
H -29.66857 1.71086 2.76443
H -24.16259 2.08519 14.21063
H -20.69217 -0.00741 8.34882
H -29.06875 2.59108 10.99652
H -20.62028 -3.63608 11.78887
H -33.94299 -7.58141 7.13004
H -20.64011 -0.98214 12.66617
H -29.05385 -8.57793 10.62849
H -30.86200 0.48905 2.03337
H -28.05012 -2.17358 12.88211
H -31.31643 1.18243 8.51831
H -29.33526 2.64870 7.70191
H -28.48405 0.35291 4.75244
H -30.08986 -9.39603 11.76529
H -26.78896 -0.88084 5.48037
H -22.56668 -1.39390 10.84280
H -23.53132 -1.54493 13.76114
H -23.73249 -5.26811 6.43107
H -19.86970 0.95614 7.16016
H -35.83067 -5.86366 12.89951
H -21.64998 0.14698 13.34279
H -28.18830 -4.07675 2.51627
H -28.28799 -10.88139 10.50134
H -23.40745 -5.60147 9.63939
H -29.28127 -1.74610 7.82318
H -28.26758 -5.12175 13.11238
H -20.34220 -4.42516 8.08197
H -25.69727 -1.36975 4.21093
H -25.22349 1.93128 12.11268
H -26.47748 4.27113 13.59457
H -25.76438 -3.18358 3.14076
H -30.18003 -2.04174 14.52894
H -25.08273 -5.45418 9.46254
H -24.70493 -1.60524 6.57409
H -27.52233 -0.03041 11.73009
H -24.13183 -6.59138 8.47286
H -29.92849 -9.70650 8.82962
H -29.05126 -11.92775 9.32487
H -36.41799 0.84087 7.76378
H -32.82422 2.07733 8.47170
H -20.77019 -5.00812 10.68070
H -24.15409 -2.88803 3.66037
H -20.20805 -2.03756 10.05497
H -29.62851 -0.31975 14.67705
H -34.24081 -7.23661 4.73883
H -38.95180 -0.86050 8.01415
H -24.78732 -7.66561 12.63926
H -27.42804 -4.82373 11.69583
H -25.02923 3.79352 11.78680
H -35.92348 -7.14338 10.72197
H -32.18737 1.43863 10.80206
H -27.98574 4.38905 8.88954
H -29.53569 0.37564 6.11282
H -25.42008 -3.70189 5.64400
H -30.04336 4.24454 4.26402
H -24.45669 -4.41228 2.82858
H -31.87769 5.90051 5.26895
H -28.58075 -1.63759 15.24379
H -29.54919 -3.59491 11.43888
H -25.29340 -5.99403 12.17574
H -27.99560 -6.24964 9.53078
H -30.89616 3.25174 6.43984
H -33.02722 -5.49904 7.92896
H -30.19652 -6.94892 8.40637
H -31.40979 -4.42227 4.46147
H -28.44055 -6.91113 5.90500
H -26.60688 0.79666 3.51578
H -25.46522 -7.74987 10.37120
H -22.05479 -3.74986 10.66821
H -29.49914 -1.39528 12.26115
H -27.69664 2.13570 7.58383
H -34.08996 -5.84895 12.81023
H -28.41470 0.80125 12.90047
H -32.48968 4.00085 6.86783
H -30.41532 -3.87256 1.55265
H -30.88112 -0.62127 4.35827
H -27.08841 3.08008 9.64845
H -32.25502 -0.84854 11.51746
H -27.37086 -6.11561 7.90161
H -26.63273 -1.95579 7.27629
H -36.92109 -0.14524 6.35904
H -32.56509 -4.00521 3.20183
H -28.72094 1.38181 8.74753
H -23.63389 -0.64831 5.42546
H -26.52727 2.54960 14.16050
H -27.36278 2.96961 12.70678
H -21.09158 0.47006 11.76702
H -35.25307 -1.37868 7.36949
H -28.93182 -1.30999 9.51920
H -29.54492 5.95465 4.35984
H -34.22210 -4.54160 10.58145
H -23.86400 1.77425 8.21374
H -30.89559 -8.35430 10.56481
H -35.86769 -7.30289 5.44032
H -32.51325 -5.81914 6.19937
H -35.95470 -4.37597 10.89292
H -30.89262 -0.62363 10.44261
H -21.80878 2.65362 7.28283
H -28.72539 4.20130 11.15205
H -31.18647 -6.15802 11.74829
H -24.86758 0.90465 3.86384
H -25.66715 -2.78847 8.37522
H -23.79516 -8.08036 10.35275
H -29.02460 4.83452 5.64296
H -27.97723 -3.88771 8.10488
H -31.74286 -4.44724 11.54155
H -32.80444 0.31290 8.02479
H -39.09561 0.76173 7.45095
H -19.79660 -2.78863 7.65334
H -33.66224 0.59890 10.36029
H -20.08462 1.67749 8.67964
H -29.21795 1.83650 5.21337
H -35.13030 -6.35781 7.51808
H -25.83211 -5.17230 4.79798
H -29.06349 -5.54771 3.11872
H -30.81454 5.67217 6.75900
H -30.15111 -6.72427 5.74199
```